(1)
Here is an isolated ion of composition C38H37N4O and charge +1 in a non-equilibrium geometry from the Open Molecules 2025 dataset. Energies are from wB97M-V/def2-TZVPD.

```
80
Properties=species:S:1:pos:R:3:mulliken_charge:R:1
C -0.03576 5.98181 1.17228 -0.839
O 0.61537 4.87327 1.80906 -0.431
C 1.28746 3.94086 1.07965 0.575
C 1.70736 2.76105 1.74604 -1.192
C 2.25490 1.74446 1.00546 0.584
C 2.40717 1.90607 -0.36526 0.617
N 3.12806 0.95924 -1.06044 0.388
C 3.75132 1.18779 -2.29591 -0.278
C 4.50350 0.09552 -2.56370 -0.837
N 4.44256 -0.74675 -1.49105 0.260
C 5.01021 -2.06396 -1.51939 -0.782
C 3.61943 -0.28402 -0.49745 -0.027
C 3.14228 -1.38235 0.61207 -0.413
C 1.84689 -1.82773 0.25349 0.468
C 0.75709 -0.93511 0.03789 0.379
C -0.49080 -1.39653 -0.35534 -1.199
C -0.68905 -2.76155 -0.62451 -0.399
N -1.99500 -3.27303 -0.88616 0.332
C -2.68066 -3.93701 0.24328 -1.139
C -2.18591 -3.84642 -2.15470 0.415
C -2.75303 -5.10347 -2.32941 -0.210
C -2.92428 -5.62030 -3.61626 -0.727
C -2.55252 -4.83928 -4.72148 -0.385
C -1.94547 -3.60499 -4.55232 -0.659
C -1.68367 -3.13510 -3.26475 -0.235
C 0.38249 -3.64027 -0.42453 -0.582
C 1.59076 -3.22238 0.08075 -1.240
C 3.81761 -2.13700 1.67538 0.687
C 5.19294 -2.00977 1.90905 -0.604
C 5.93069 -2.93498 2.63636 -1.106
C 5.33286 -4.06653 3.23969 1.249
N 6.00723 -5.26387 3.55682 0.054
C 5.21913 -6.29721 4.24000 -1.623
C 7.18906 -5.68483 2.89467 0.620
C 7.39794 -7.05043 2.59447 -0.335
C 8.43825 -7.45825 1.76776 -0.666
C 9.25691 -6.50153 1.15893 -0.502
C 9.10418 -5.15587 1.51770 -0.656
C 8.14830 -4.76921 2.44245 -0.270
C 3.91619 -3.94586 3.37621 -0.687
C 3.18043 -3.02762 2.61190 -0.591
C 1.95337 3.04264 -1.05229 -1.393
C 1.42034 4.08866 -0.33111 -0.427
H -0.64071 6.39988 1.98764 0.245
H 0.70249 6.72517 0.84132 0.343
H -0.68291 5.70512 0.31509 0.353
H 1.50041 2.59421 2.79506 0.459
H 2.50020 0.78894 1.47920 0.468
H 3.76692 2.10311 -2.89782 0.377
H 5.15414 -0.13658 -3.40341 0.406
H 4.24145 -2.76525 -1.31264 0.341
H 5.44823 -2.16744 -2.50925 0.306
H 5.75346 -2.19088 -0.74673 0.328
H 4.08091 -0.05208 0.51189 0.263
H 0.90829 0.13874 0.20623 0.379
H -1.33787 -0.70897 -0.42871 0.501
H -3.75804 -4.04931 0.04333 0.378
H -2.23295 -4.92282 0.48175 0.400
H -2.58534 -3.32056 1.14172 0.293
H -3.07065 -5.65552 -1.43697 0.345
H -3.37493 -6.59564 -3.70217 0.390
H -2.82174 -5.20171 -5.71171 0.357
H -1.68102 -2.98863 -5.41653 0.356
H -1.15919 -2.21591 -3.11443 0.433
H 0.17674 -4.68640 -0.57725 0.515
H 2.37909 -3.96991 0.25235 0.430
H 5.71031 -1.16318 1.46466 0.610
H 6.99324 -2.73851 2.71049 0.260
H 4.65166 -5.81937 5.04831 0.452
H 4.54340 -6.84612 3.56346 0.388
H 5.92634 -6.98546 4.70726 0.575
H 6.74677 -7.79410 3.05583 0.352
H 8.58097 -8.52326 1.57258 0.362
H 10.00923 -6.82266 0.43141 0.366
H 9.73297 -4.40176 1.05185 0.388
H 8.23208 -3.76919 2.85488 0.649
H 3.40160 -4.64611 4.02046 0.334
H 2.10559 -3.02326 2.73929 0.597
H 2.00038 3.09452 -2.13836 0.383
H 1.03682 4.96267 -0.85281 0.427
```

Results
- Lowest unoccupied orbital energy: -4.74 eV
- SMILES: COc1ccc(N2C=CN(C)[C@@H]2C(=C2C=CC(=[N+](C)c3ccccc3)C=C2)c2ccc(N(C)c3ccccc3)cc2)cc1
- Charge: +1
- Gap between HOMO and LUMO: 4.49 eV
- HOMO energy: -0.339 hartree

(2)
Here is a 7-piece molecular cluster, C38H38BF48NO6 overall in a non-equilibrium geometry from the Open Molecules 2025 dataset. Energies are from wB97M-V/def2-TZVPD.

```
132
Properties=species:S:1:pos:R:3:mulliken_charge:R:1
F 5.80300 -1.82421 -5.13670 -0.206
C 5.89526 -2.52215 -6.28643 0.082
F 5.72412 -1.66062 -7.31427 -0.276
C 4.81262 -3.60053 -6.36150 0.764
F 3.59231 -3.02577 -6.39647 -0.275
F 5.00892 -4.22128 -7.56070 -0.330
C 4.84369 -4.71021 -5.30169 -0.643
O 3.95065 -4.56722 -4.21004 -0.285
C 4.28464 -3.88070 -3.07927 0.602
F 5.56933 -3.49901 -3.06439 -0.313
F 4.10742 -4.73034 -2.02900 -0.259
C 3.34208 -2.69862 -2.82757 0.570
F 3.40030 -1.82527 -3.84964 -0.275
F 3.73311 -2.06588 -1.70107 -0.260
H 6.89065 -2.96748 -6.36342 0.295
H 4.48855 -5.60032 -5.81674 0.467
H 5.85845 -4.93264 -4.97038 0.285
H 2.31559 -3.05347 -2.71047 -0.010
F 0.89160 5.27272 -1.81190 -0.203
C 1.06062 4.57697 -2.95562 0.094
F 0.95378 5.44007 -3.98999 -0.264
C -0.01338 3.49709 -3.10118 0.943
F -1.23010 4.07012 -3.21110 -0.263
F 0.26104 2.87789 -4.28508 -0.323
C -0.04701 2.38722 -2.04161 -0.737
O -1.00341 2.52222 -1.00676 -0.371
C -0.72209 3.19384 0.14963 0.789
F 0.56590 3.56760 0.22218 -0.289
F -0.94473 2.33676 1.17201 -0.321
C -1.66463 4.38047 0.35522 0.236
F -1.54901 5.26223 -0.65841 -0.233
F -1.33453 5.02070 1.50308 -0.294
H 2.05980 4.13387 -2.96848 0.263
H -0.36612 1.49679 -2.58095 0.377
H 0.94772 2.17172 -1.65030 0.343
H -2.70023 4.03996 0.41703 0.274
F -4.56201 -10.07377 4.87855 -0.227
C -4.15950 -8.79431 4.75268 0.033
F -4.10290 -8.49873 3.43412 -0.244
C -2.77013 -8.59373 5.36056 1.030
F -1.85811 -9.31743 4.68009 -0.285
F -2.48490 -7.27272 5.16510 -0.338
C -2.61517 -8.83801 6.86852 -0.813
O -2.07930 -10.08467 7.26560 -0.388
C -2.88089 -11.17173 7.49023 0.803
F -4.18685 -10.86218 7.43179 -0.284
F -2.62843 -11.60589 8.74536 -0.304
C -2.53417 -12.33029 6.54969 0.185
F -2.70147 -11.95983 5.26625 -0.216
F -3.36409 -13.36439 6.80752 -0.261
H -4.88879 -8.13395 5.22944 0.278
H -1.86748 -8.11401 7.18914 0.400
H -3.53197 -8.59879 7.40838 0.328
H -1.50017 -12.64311 6.70567 0.255
F -2.56318 10.54950 1.59732 -0.233
C -2.28037 9.97279 0.41590 0.079
F -2.33766 10.94275 -0.53745 -0.256
C -3.28760 8.87629 0.06839 0.926
F -4.51467 9.40858 -0.09034 -0.250
F -2.88725 8.39628 -1.14391 -0.327
C -3.35789 7.66266 1.00629 -0.678
O -4.40791 7.64693 1.95610 -0.419
C -4.26966 8.21434 3.19447 0.755
F -3.01120 8.61867 3.43254 -0.289
F -4.56080 7.25948 4.10754 -0.306
C -5.27664 9.34851 3.41458 0.168
F -5.09420 10.32425 2.50704 -0.175
F -5.08140 9.86936 4.64651 -0.263
H -1.26321 9.57429 0.44053 0.302
H -3.58287 6.82038 0.35444 0.320
H -2.39166 7.44323 1.46120 0.360
H -6.29575 8.96524 3.33725 0.235
F -6.05436 15.91282 -2.15696 -0.207
C -5.58294 17.15697 -1.95134 0.071
F -5.43810 17.75637 -3.15582 -0.269
C -4.22219 17.12318 -1.25232 0.900
F -3.30813 16.53335 -2.04789 -0.268
F -3.86324 18.43445 -1.11252 -0.332
C -4.16632 16.51980 0.15843 -0.734
O -3.71476 15.18665 0.27177 -0.377
C -4.58093 14.12588 0.19564 0.672
F -5.86539 14.52556 0.15528 -0.301
F -4.42499 13.39847 1.32240 -0.241
C -4.23567 13.20291 -0.97401 0.348
F -4.31496 13.87461 -2.14449 -0.232
F -5.12809 12.19043 -1.01357 -0.250
H -6.30543 17.72746 -1.36142 0.289
H -3.40520 17.10257 0.67554 0.390
H -5.10080 16.68033 0.69736 0.326
H -3.23138 12.80087 -0.86000 0.245
F 4.46565 -9.10192 -2.63761 -0.221
C 4.83680 -7.81366 -2.76018 0.437
F 4.63219 -7.43432 -4.04580 -0.249
C 6.32178 -7.63458 -2.43978 0.989
F 7.06983 -8.31476 -3.33329 -0.299
F 6.57221 -6.30419 -2.62975 -0.237
C 6.77940 -7.95204 -1.00982 -1.025
O 7.37598 -9.21440 -0.79228 -0.406
C 6.62756 -10.31385 -0.46465 0.837
F 5.33843 -10.00402 -0.24564 -0.285
F 7.12232 -10.80816 0.69138 -0.308
C 6.77021 -11.42332 -1.51151 0.167
F 6.35269 -10.98865 -2.71564 -0.211
F 6.00018 -12.47009 -1.14443 -0.256
H 4.21566 -7.19071 -2.11327 -0.007
H 7.58086 -7.24142 -0.81248 0.474
H 5.99242 -7.74246 -0.28447 0.370
H 7.81200 -11.74129 -1.58131 0.256
B -0.76236 -6.77223 2.02206 0.476
C 0.65052 -6.34640 1.49887 -0.838
C 0.81675 -6.39739 -0.03870 -0.994
C 1.23844 -5.05214 -0.64425 0.068
C 0.14644 -3.98235 -0.51829 -0.853
N 0.53340 -2.78307 0.21486 0.524
C -0.27385 -1.68125 0.31094 -0.993
C 0.34562 -0.71807 1.04401 -0.450
C 1.61087 -1.25858 1.43609 -0.853
C 1.68432 -2.51107 0.91210 -0.230
H -1.70930 -6.79051 1.29246 -0.108
H -0.93032 -7.11718 3.14468 -0.242
H 1.35024 -7.06235 1.94660 0.313
H 0.91915 -5.36559 1.90806 0.285
H -0.10041 -6.73005 -0.52984 0.490
H 1.59254 -7.12363 -0.29477 0.265
H 1.43097 -5.22253 -1.70593 0.144
H 2.17782 -4.75504 -0.18481 0.231
H -0.13216 -3.65974 -1.52572 0.422
H -0.76451 -4.40569 -0.08834 0.459
H -1.25875 -1.59443 -0.12218 0.470
H 0.00495 0.26964 1.29960 0.683
H 2.39593 -0.79795 2.01290 0.432
H 2.50472 -3.19972 1.01891 0.387
```

Results
- Lowest unoccupied orbital energy: 0.23 eV
- SMILES: FC(F)C(F)(F)COC(F)(F)C(F)F.FC(F)C(F)(F)COC(F)(F)C(F)F.FC(F)C(F)(F)COC(F)(F)C(F)F.FC(F)C(F)(F)COC(F)(F)C(F)F.FC(F)C(F)(F)COC(F)(F)C(F)F.FC(F)C(F)(F)COC(F)(F)C(F)F.BCCCCn1cccc1
- Gap between HOMO and LUMO: 8.75 eV
- HOMO energy: -0.313 hartree